The following is a DFT calculation (ωB97M-V/def2-TZVPD) of an isolated molecule of C3H3NOS at a distorted geometry.

- LUMO energy: -1.00 eV
- Gap between HOMO and LUMO: 0.315 Eh
- HOMO level: -0.35202 Eh
- SMILES: N#CC(=O)CS
- Relative energy (zero: lowest compared OMol25 entry of this formula, charge and spin): 1.346 eV

Element x y z (Å)
C: 1.68 -0.69 -0.02
C: 0.66 0.30 0.07
C: -0.68 -0.33 0.28
N: 2.45 -1.47 -0.40
O: 0.89 1.47 -0.20
S: -2.01 0.80 -0.21
H: -0.93 -1.20 -0.18
H: -0.96 -0.59 1.43
H: -1.10 1.71 -0.77